Entry from the OMol25 dataset: 2 unconnected molecules or ions with the total composition C5H13N2O2 at a distorted geometry (ωB97M-V/def2-TZVPD).

Results
molar mass = 133.17 g/mol
Kohn-Sham gap = 6.9 eV
net charge = -1
lowest unoccupied orbital energy = 0.1334 Eh
HOMO level = -3.242 eV

Last column: Löwdin charge in e.
Cartesian coordinates (Å):
C (-0.4477, -1.8530, -0.1788)  -0.467
O (-1.6808, -1.3987, -0.4152)  -0.302
C (0.6375, -0.7470, 0.1647)  -0.417
C (-0.0681, 0.4001, 0.8553)  -0.186
C (0.8554, 1.4827, 1.4061)  -0.271
C (0.8731, 3.6214, 0.4601)  -0.094
N (0.2991, 2.7884, 1.1937)  -0.040
N (1.2919, -0.2471, -1.0449)  0.017
H (0.0094, -2.4222, -1.0071)  0.078
H (-0.3752, -2.5607, 0.7015)  0.084
H (1.3807, -1.1913, 0.8388)  0.121
H (-0.7484, -0.0081, 1.6175)  0.115
H (-0.7811, 0.7943, 0.1234)  0.107
H (1.8364, 1.3416, 0.9393)  0.088
H (1.1121, 1.3920, 2.4670)  0.106
H (0.4185, 4.6009, 0.2846)  0.051
H (1.8215, 3.4711, -0.0803)  0.070
H (0.5755, 0.1290, -1.6585)  0.070
H (1.6996, -1.0539, -1.5044)  0.049
H (-2.8142, -3.5949, -1.5814)  -0.007
H (-2.7005, -2.1055, -1.5512)  -0.018
O (-3.1947, -2.8389, -2.0300)  -0.155